# 1
{"formula": "C22H24Cl2N5O8Rh", "method": "ωB97M-V with the def2-TZVPD basis set", "symbols": ["Rh", "O", "C", "O", "C", "O", "O", "N", "C", "C", "C", "C", "N", "C", "N", "N", "C", "O", "O", "H", "H", "H", "H", "H", "H", "H", "H", "H", "H", "H", "H", "H", "H", "Cl", "C", "C", "C", "C", "C", "Cl", "C", "N", "C", "C", "C", "C", "C", "C", "C", "C", "O", "O", "H", "H", "H", "H", "H", "H", "H", "H", "H", "H"], "coordinates": [[1.116, 1.440, 2.695], [1.075, 1.710, 6.873], [1.197, 1.932, 5.713], [1.989, 1.823, 4.797], [-0.322, 2.808, 5.087], [-0.835, 3.440, 5.954], [-0.469, 2.577, 3.896], [0.065, 2.189, 0.769], [0.905, 2.137, -0.418], [0.635, 3.387, -1.272], [1.506, 3.570, -2.512], [1.323, 2.492, -3.587], [1.886, 1.198, -3.237], [3.167, 0.996, -2.909], [4.124, 1.804, -3.406], [3.544, -0.241, -2.529], [2.423, 1.993, -0.006], [3.255, 1.854, -0.926], [2.697, 2.027, 1.201], [-0.770, 1.620, 0.683], [-0.197, 3.140, 1.016], [0.647, 1.227, -0.968], [0.802, 4.256, -0.630], [-0.420, 3.380, -1.564], [2.545, 3.602, -2.190], [1.259, 4.530, -2.966], [1.780, 2.829, -4.522], [0.261, 2.335, -3.775], [1.231, 0.503, -2.912], [3.852, 2.749, -3.623], [5.031, 1.732, -2.971], [2.869, -0.814, -2.046], [4.480, -0.330, -2.164], [-1.341, -4.631, -1.185], [-1.689, -3.099, -1.900], [-1.907, -2.995, -3.261], [-2.183, -1.762, -3.828], [-2.285, -0.635, -3.031], [-2.067, -0.755, -1.672], [-2.313, 0.619, -0.650], [-1.718, -1.969, -1.067], [-1.344, -2.031, 0.258], [-2.024, -2.708, 1.255], [-3.350, -3.097, 1.072], [-4.057, -3.692, 2.097], [-3.447, -3.903, 3.323], [-2.124, -3.536, 3.505], [-1.388, -2.960, 2.481], [0.077, -2.672, 2.671], [0.390, -1.175, 2.642], [0.380, -0.518, 3.690], [0.639, -0.628, 1.527], [-1.850, -3.878, -3.876], [-2.348, -1.683, -4.889], [-2.559, 0.324, -3.443], [-0.639, -1.359, 0.572], [-3.823, -2.906, 0.120], [-5.090, -3.973, 1.942], [-3.999, -4.352, 4.133], [-1.642, -3.712, 4.456], [0.656, -3.140, 1.869], [0.397, -3.067, 3.635]], "lowdin_spin": [2.564, 0.200, 0.160, 0.184, 0.179, 0.204, 0.188, 0.069, 0.005, 0.002, 0.001, 0.000, 0.001, 0.000, 0.000, 0.000, 0.010, 0.009, 0.061, 0.001, 0.002, 0.000, 0.000, 0.000, 0.000, 0.000, 0.000, 0.000, 0.000, 0.000, 0.000, 0.000, 0.000, 0.000, 0.000, 0.000, 0.000, 0.000, 0.000, 0.000, 0.000, 0.001, 0.000, 0.000, 0.000, 0.000, 0.000, 0.000, 0.003, 0.007, 0.069, 0.072, 0.000, 0.000, 0.000, 0.001, 0.000, 0.000, 0.000, 0.000, 0.001, 0.001], "homo_ha": [-0.2870, -0.2872], "e_tot_ev": -75087.559, "spin_multiplicity": 5, "homo_lumo_gap_ev": [7.6042, 6.9696], "max_force_ha_per_bohr": 0.0235, "molar_mass_g_mol": 660.3}

---

# 2
{"formula": "C21H19N2OSV", "method": "ωB97M-V with the def2-TZVPD basis set", "symbols": ["V", "S", "C", "C", "C", "C", "C", "C", "N", "C", "C", "C", "C", "C", "C", "C", "H", "H", "H", "H", "H", "H", "H", "H", "C", "C", "C", "O", "H", "H", "H", "H", "H", "H", "C", "C", "C", "N", "C", "C", "H", "H", "H", "H", "H"], "coordinates": [[-0.052, 0.213, 0.412], [0.101, -3.222, -2.416], [-1.567, -3.122, -1.968], [-2.606, -4.004, -2.268], [-3.863, -3.705, -1.782], [-4.082, -2.548, -1.020], [-3.048, -1.680, -0.734], [-1.777, -1.981, -1.211], [-0.617, -1.207, -1.002], [0.427, -1.761, -1.593], [1.768, -1.165, -1.413], [2.871, -1.605, -2.138], [4.110, -1.045, -1.879], [4.224, -0.073, -0.889], [3.106, 0.342, -0.173], [1.821, -0.174, -0.410], [-2.438, -4.894, -2.861], [-4.688, -4.371, -1.996], [-5.077, -2.329, -0.654], [-3.228, -0.780, -0.160], [2.780, -2.370, -2.902], [4.981, -1.365, -2.436], [5.198, 0.354, -0.676], [3.250, 1.092, 0.600], [-1.749, 3.823, -1.144], [-0.606, 2.901, -0.900], [0.779, 3.189, -1.352], [-0.840, 1.839, -0.311], [-1.435, 4.769, -1.576], [-2.283, 3.997, -0.210], [-2.447, 3.330, -1.824], [0.863, 4.165, -1.822], [1.092, 2.405, -2.047], [1.468, 3.113, -0.508], [0.294, 0.696, 5.110], [0.468, -0.477, 4.396], [0.499, -0.409, 3.020], [0.347, 0.743, 2.339], [0.178, 1.872, 3.045], [0.154, 1.892, 4.425], [0.270, 0.677, 6.192], [0.590, -1.430, 4.891], [0.678, -1.306, 2.433], [0.060, 2.778, 2.467], [0.024, 2.830, 4.945]], "lowdin_spin": [2.680, 0.013, 0.000, 0.001, -0.001, 0.001, 0.003, 0.006, 0.016, 0.028, 0.015, -0.002, 0.018, -0.002, 0.016, -0.010, 0.000, 0.000, 0.000, 0.002, 0.000, 0.001, -0.001, 0.001, 0.008, 0.066, 0.011, 0.019, 0.000, 0.003, 0.004, 0.000, 0.003, 0.004, 0.022, 0.000, 0.029, 0.017, 0.025, 0.000, 0.001, -0.001, 0.003, 0.002, 0.000], "homo_ha": [-0.3775, -0.4043], "e_tot_ev": -63631.136, "spin_multiplicity": 4, "charge": 1, "homo_lumo_gap_ev": [7.5705, 8.1588], "max_force_ha_per_bohr": 0.0243, "molar_mass_g_mol": 398.4}

---

# 3
{"formula": "C37H22Cl5N9O3Tl", "method": "ωB97M-V with the def2-TZVPD basis set", "symbols": ["Tl", "O", "C", "C", "C", "C", "C", "C", "C", "O", "N", "N", "C", "C", "C", "C", "C", "C", "N", "H", "H", "H", "H", "H", "H", "H", "H", "H", "H", "C", "C", "N", "C", "C", "N", "C", "C", "C", "C", "C", "N", "C", "C", "N", "C", "C", "N", "C", "C", "C", "N", "C", "C", "H", "H", "H", "H", "H", "H", "H", "H", "H", "H", "H", "H", "Cl", "C", "C", "Cl", "C", "Cl", "C", "O", "C", "Cl", "C", "Cl"], "coordinates": [[0.017, 0.562, 1.303], [2.329, 2.497, -1.944], [2.056, 3.775, -1.617], [2.206, 4.735, -2.618], [1.935, 6.060, -2.351], [1.501, 6.468, -1.086], [1.343, 5.526, -0.099], [1.620, 4.170, -0.342], [1.382, 3.170, 0.696], [1.721, 1.952, 0.510], [0.773, 3.575, 1.830], [0.332, 2.524, 2.498], [0.001, 2.552, 3.731], [-0.458, 1.306, 4.356], [-0.864, 1.267, 5.683], [-1.220, 0.053, 6.239], [-1.156, -1.102, 5.468], [-0.748, -0.985, 4.154], [-0.409, 0.191, 3.619], [2.164, 1.943, -1.155], [2.537, 4.408, -3.596], [2.060, 6.793, -3.138], [1.292, 7.510, -0.888], [1.003, 5.808, 0.888], [0.113, 3.455, 4.324], [-0.892, 2.182, 6.262], [-1.544, 0.004, 7.271], [-1.419, -2.068, 5.873], [-0.687, -1.849, 3.501], [4.411, -0.574, 2.313], [3.132, -0.049, 2.376], [2.140, -0.607, 1.697], [2.393, -1.671, 0.945], [3.687, -2.170, 0.871], [4.690, -1.629, 1.553], [1.226, -2.268, 0.231], [1.338, -3.357, -0.616], [0.205, -3.837, -1.258], [-1.004, -3.193, -1.020], [-1.036, -2.095, -0.184], [0.058, -1.674, 0.446], [-2.287, -1.326, 0.065], [-3.431, -1.478, -0.708], [-4.557, -0.827, -0.439], [-4.551, -0.014, 0.612], [-3.401, 0.192, 1.357], [-2.277, -0.455, 1.072], [0.285, -4.989, -2.188], [1.096, -6.080, -1.909], [1.130, -7.133, -2.810], [0.428, -7.155, -3.943], [-0.341, -6.099, -4.205], [-0.451, -5.002, -3.364], [5.225, -0.132, 2.873], [2.903, 0.837, 2.957], [3.933, -3.021, 0.250], [2.297, -3.813, -0.815], [-1.907, -3.558, -1.487], [-3.439, -2.118, -1.581], [-5.472, 0.503, 0.851], [-3.376, 0.901, 2.177], [1.672, -6.133, -0.992], [1.747, -8.001, -2.611], [-0.898, -6.130, -5.134], [-1.073, -4.160, -3.648], [-3.494, 3.238, -4.927], [-2.556, 2.452, -3.721], [-2.588, 2.892, -2.405], [-3.581, 4.221, -1.952], [-1.810, 2.258, -1.443], [-1.847, 2.806, 0.203], [-0.969, 1.175, -1.737], [-0.212, 0.546, -0.874], [-0.982, 0.733, -3.075], [0.007, -0.635, -3.461], [-1.746, 1.360, -4.048], [-1.703, 0.787, -5.666]], "lowdin_charge": [1.030, 0.080, -0.248, 0.000, -0.058, -0.077, -0.023, -0.089, -0.422, -0.109, 0.074, -0.113, -0.049, -0.251, 0.005, -0.023, -0.030, -0.102, 0.028, 0.071, 0.124, 0.111, 0.105, 0.110, 0.143, 0.127, 0.123, 0.117, 0.119, -0.070, -0.071, 0.066, -0.160, -0.034, 0.121, -0.160, 0.075, -0.119, 0.060, -0.186, 0.095, -0.186, -0.034, 0.128, -0.077, -0.112, 0.071, -0.176, -0.011, -0.120, 0.078, -0.117, -0.007, 0.122, 0.123, 0.121, 0.122, 0.126, 0.125, 0.123, 0.116, 0.116, 0.113, 0.114, 0.115, 0.698, -0.712, -0.696, 0.711, -0.555, 0.796, -0.455, -0.220, -0.588, 0.741, -0.693, 0.709], "homo_ha": -0.3797, "e_tot_ev": -125579.538, "charge": 1, "homo_lumo_gap_ev": 6.3340, "max_force_ha_per_bohr": 0.0084, "molar_mass_g_mol": 1022.3}

---

# 4
{"formula": "C19H43OP3SW", "method": "ωB97M-V with the def2-TZVPD basis set", "symbols": ["W", "P", "P", "P", "H", "C", "C", "H", "C", "C", "C", "C", "C", "C", "C", "C", "C", "H", "H", "H", "H", "H", "H", "H", "H", "H", "H", "H", "H", "H", "H", "H", "H", "H", "H", "H", "H", "H", "H", "H", "H", "H", "H", "H", "H", "H", "C", "C", "C", "C", "C", "C", "O", "H", "H", "H", "H", "H", "H", "C", "S", "C", "H", "H", "H", "H", "H", "H"], "coordinates": [[0.670, 0.709, 0.333], [-1.363, 1.661, -0.333], [0.222, 1.508, 2.632], [1.592, -0.273, -1.710], [0.300, -1.254, 2.149], [0.953, -1.204, 1.270], [2.274, -0.547, 1.407], [2.586, -0.223, 2.405], [-2.416, 0.292, 0.271], [-2.304, 3.088, 0.317], [-1.713, 1.736, -2.112], [1.349, 1.086, 4.023], [0.160, 3.335, 2.823], [-1.326, 0.920, 3.425], [3.141, -1.263, -1.621], [1.835, 0.834, -3.140], [0.553, -1.604, -2.332], [0.855, -2.008, 0.535], [3.095, -0.940, 0.798], [-3.291, 0.293, -0.400], [-2.755, 0.498, 1.295], [-1.923, -0.694, 0.290], [-3.248, 3.173, -0.239], [-1.766, 4.035, 0.206], [-2.558, 2.992, 1.378], [-2.756, 2.043, -2.266], [-1.555, 0.765, -2.594], [-1.059, 2.458, -2.612], [0.850, 1.413, 4.947], [2.313, 1.603, 3.940], [1.511, 0.004, 4.090], [-0.245, 3.546, 3.826], [-0.488, 3.804, 2.072], [1.168, 3.766, 2.746], [-1.299, 1.227, 4.480], [-1.374, -0.176, 3.389], [-2.226, 1.341, 2.967], [3.282, -1.723, -2.611], [3.031, -2.067, -0.880], [4.008, -0.638, -1.374], [2.099, 0.210, -4.008], [2.648, 1.548, -2.947], [0.914, 1.390, -3.363], [1.092, -2.166, -3.103], [-0.389, -1.225, -2.734], [0.333, -2.282, -1.504], [-2.179, -3.670, -1.597], [-3.482, -4.086, -1.274], [-3.760, -5.453, -1.196], [-2.749, -6.397, -1.451], [-1.464, -5.971, -1.807], [-1.178, -4.602, -1.916], [-1.881, -2.326, -1.629], [-2.532, -1.743, -1.169], [-4.248, -3.325, -1.109], [-4.773, -5.772, -0.932], [-2.963, -7.469, -1.389], [-0.678, -6.708, -2.017], [-0.194, -4.259, -2.235], [1.911, 3.965, -0.511], [2.344, 2.261, 0.110], [3.679, 2.838, 1.324], [0.960, 3.941, -1.052], [2.716, 4.270, -1.190], [1.855, 4.686, 0.313], [4.622, 2.798, 0.761], [3.488, 3.870, 1.644], [3.726, 2.164, 2.187]], "lowdin_spin": [0.808, 0.073, 0.008, 0.040, 0.001, -0.014, -0.001, 0.000, 0.001, 0.002, 0.047, 0.004, 0.002, 0.004, 0.011, 0.013, 0.008, -0.001, 0.006, -0.001, 0.000, 0.001, 0.000, 0.000, 0.000, 0.007, 0.000, 0.000, 0.000, 0.000, 0.000, 0.000, 0.000, 0.000, 0.000, 0.000, 0.000, 0.000, 0.001, 0.000, 0.002, 0.000, 0.000, 0.001, 0.000, 0.000, 0.224, 0.080, 0.068, 0.310, 0.071, 0.087, 0.148, 0.001, 0.000, 0.000, 0.011, 0.000, 0.001, 0.002, -0.021, -0.003, 0.000, 0.000, 0.000, -0.001, -0.001, 0.000], "homo_ha": [-0.7702, -0.7697], "e_tot_ev": -62931.789, "spin_multiplicity": 3, "charge": 4, "homo_lumo_gap_ev": [6.5398, 6.6276], "max_force_ha_per_bohr": 0.0659, "molar_mass_g_mol": 596.4}

---

# 5
{"formula": "Cl2H2", "method": "ωB97M-V with the def2-TZVPD basis set", "symbols": ["Cl", "H", "Cl", "H"], "coordinates": [[-0.282, -0.976, -1.120], [-0.579, -0.221, -0.127], [0.268, 0.989, 1.031], [0.816, -0.008, 1.627]], "lowdin_charge": [0.220, -0.423, 0.374, -0.170], "homo_ha": -0.4071, "e_tot_ev": -25077.120, "smiles": "Cl.Cl", "homo_lumo_gap_ev": 11.7690, "max_force_ha_per_bohr": 0.0361, "molar_mass_g_mol": 72.9}

---

# 6
{"formula": "C3H8IN2O", "method": "ωB97M-V with the def2-TZVPD basis set", "symbols": ["C", "N", "C", "N", "C", "O", "I", "H", "H", "H", "H", "H", "H", "H", "H"], "coordinates": [[-0.643, 1.911, 0.423], [-0.858, 0.772, -0.528], [-0.255, -0.425, -0.486], [-0.262, -1.375, -1.417], [0.673, -0.744, 0.661], [1.061, -1.983, 0.894], [2.562, 0.354, -0.125], [-0.969, 1.508, 1.493], [0.438, 2.073, 0.259], [-1.351, 2.590, 0.028], [-1.718, 0.892, -1.035], [-0.760, -1.097, -2.238], [0.505, -2.021, -1.320], [0.538, -0.077, 1.632], [1.039, -2.379, 1.757]], "lowdin_charge": [-0.024, 0.018, -0.395, 0.230, -0.600, -0.034, 0.863, 0.143, 0.017, 0.081, 0.156, 0.142, 0.131, 0.136, 0.137], "homo_ha": -0.4966, "e_tot_ev": -16361.434, "smiles": "C/[NH+]=C(/N)[C@@H](O)I", "charge": 1, "homo_lumo_gap_ev": 8.7126, "max_force_ha_per_bohr": 0.0982, "molar_mass_g_mol": 215.0}